Below is an isolated molecule of C20H22N2O4, with properties calculated with ωB97M-V/def2-TZVPD.

Its LUMO energy is -0.53 eV. The value obtained for the HOMO-LUMO gap is 7.999 eV. The calculation puts the relative energy (zero: lowest compared OMol25 entry of this formula, charge and spin) at 0.068 eV. Its SMILES is O=C(CCCCCN1C(=O)c2cccc3cccc(c23)C1=O)NCCO. The spin multiplicity is 1. Its HOMO energy is -0.313 Ha.

```
48
Properties=species:S:1:pos:R:3:forces:R:3:lowdin_charge:R:1
O -0.168 -0.144 1.202 0.382 -0.029 -0.099 0.084
C -1.348 0.099 1.379 -0.487 0.260 0.449 -0.497
C -1.843 1.332 2.116 0.025 0.089 -0.057 -0.106
C -2.448 2.392 1.185 0.191 0.100 0.038 -0.190
C -1.469 2.826 0.089 -0.221 -0.078 -0.039 -0.184
C -1.646 2.030 -1.206 0.336 0.065 0.028 -0.159
C -0.383 2.021 -2.068 -0.417 0.151 -0.290 -0.115
N 0.646 1.167 -1.483 -0.206 0.263 -0.191 0.072
C 1.686 1.778 -0.801 0.191 0.268 0.026 -0.358
O 1.774 2.990 -0.755 0.021 -0.086 0.080 0.088
C 2.666 0.887 -0.162 0.526 0.009 0.388 -0.062
C 3.704 1.424 0.570 -0.497 0.008 -0.363 0.016
C 4.640 0.589 1.187 0.162 -0.292 0.111 -0.057
C 4.539 -0.773 1.072 0.037 0.185 0.039 -0.014
C 3.490 -1.359 0.334 -0.203 0.197 -0.151 -0.147
C 3.344 -2.754 0.190 -0.139 -0.118 -0.077 -0.014
C 2.306 -3.279 -0.535 0.280 -0.119 0.202 -0.057
C 1.368 -2.438 -1.141 -0.144 0.628 -0.126 0.005
C 1.478 -1.069 -1.021 0.201 -0.651 0.059 -0.078
C 2.541 -0.510 -0.288 0.135 -0.126 0.057 -0.059
C 0.467 -0.193 -1.628 -0.126 -0.247 -0.127 -0.369
O -0.493 -0.627 -2.244 0.118 0.059 -0.040 0.065
N -2.328 -0.723 0.959 -0.355 -0.301 -0.100 0.078
C -2.074 -1.941 0.217 -0.115 -0.152 -0.078 -0.158
C -3.356 -2.768 0.167 0.576 -0.162 0.150 -0.250
O -4.413 -2.045 -0.418 -0.342 0.311 -0.261 -0.063
H -2.586 1.029 2.858 0.038 -0.008 0.044 0.117
H -0.987 1.764 2.637 -0.027 -0.085 -0.011 0.123
H -2.717 3.254 1.799 -0.089 -0.058 0.003 0.108
H -3.367 2.015 0.730 -0.100 0.039 0.015 0.109
H -0.452 2.699 0.461 0.057 0.087 0.020 0.102
H -1.601 3.887 -0.131 0.096 0.025 0.021 0.116
H -1.902 0.995 -0.981 -0.107 -0.007 -0.077 0.092
H -2.465 2.453 -1.792 -0.062 -0.048 -0.001 0.121
H 0.036 3.025 -2.154 -0.037 -0.164 -0.046 0.126
H -0.614 1.624 -3.060 0.079 0.099 0.118 0.127
H 3.777 2.498 0.658 -0.023 0.071 -0.017 0.122
H 5.445 1.028 1.758 0.062 0.005 0.041 0.105
H 5.262 -1.419 1.549 0.072 -0.047 0.046 0.114
H 4.066 -3.404 0.664 0.062 -0.068 0.034 0.114
H 2.203 -4.349 -0.639 0.020 -0.073 0.004 0.105
H 0.547 -2.851 -1.708 -0.076 0.014 -0.049 0.120
H -3.297 -0.457 1.045 0.111 0.134 0.047 0.139
H -1.748 -1.699 -0.804 0.001 -0.123 0.141 0.101
H -1.268 -2.491 0.708 -0.045 -0.030 -0.074 0.130
H -3.168 -3.703 -0.378 0.016 0.071 0.114 0.119
H -3.692 -3.012 1.177 0.066 -0.047 -0.059 0.122
H -4.154 -1.798 -1.315 -0.045 -0.020 0.057 0.096
```
Positions in Å, forces in eV/Å.